[1]
The following is a DFT calculation (wB97M-V/def2-TZVPD) of an isolated molecule of C5H7OP in a non-equilibrium geometry.

- Highest occupied orbital energy: -8.429 eV
- Largest force on an atom: 3.3 eV Å⁻¹
- Energy above the lowest of the compared OMol25 structures with the same formula, charge and spin: 30.3 kcal per mole
- Electronic energy: -611.23813 hartree
- Kohn-Sham gap: 0.3473 Eh
- LUMO level: 0.0376 Ha
- SMILES: PCc1ccco1

```
14
Properties=species:S:1:pos:R:3:lowdin_charge:R:1
C 2.071 0.191 -0.903 -0.08
C 0.960 0.906 -0.578 -0.06
C 2.073 -0.913 -0.135 -0.14
C 0.233 0.119 0.272 -0.31
C -1.244 0.269 0.925 -0.35
O 0.937 -0.991 0.504 0.04
P -2.468 0.046 -0.504 0.78
H 2.882 0.519 -1.455 0.09
H 0.800 1.899 -0.782 0.09
H 2.778 -1.700 -0.036 0.12
H -1.525 1.227 1.319 0.04
H -1.341 -0.555 1.652 0.07
H -3.709 0.254 0.169 -0.12
H -2.446 -1.272 -0.448 -0.17
```

***

[2]
The following is a DFT calculation (wB97M-V/def2-TZVPD) of a structure of composition C5H7P in a non-equilibrium geometry.

- Highest occupied orbital energy: -9.407 eV
- Largest force on an atom: 4.7 eV Å⁻¹
- Energy above the lowest of the compared OMol25 structures with the same formula, charge and spin: 102.4 kcal per mole
- Electronic energy: -535.85141 hartree
- Kohn-Sham gap: 0.3738 Eh
- LUMO level: 0.0281 Ha

```
13
Properties=species:S:1:pos:R:3:lowdin_charge:R:1
C -0.533 -1.009 -1.128 -0.15
C -1.033 -1.691 -0.201 -0.02
C 0.216 0.081 -1.681 -0.15
C 0.364 0.552 -0.248 -0.27
C -0.775 -0.129 0.549 -0.60
P -0.261 -0.540 2.241 0.83
H 0.962 -0.295 -2.274 0.09
H -0.415 0.826 -2.203 0.13
H 1.392 0.404 0.050 0.10
H 0.212 1.720 -0.100 0.15
H -1.762 0.339 0.459 0.10
H 0.615 0.548 2.222 -0.11
H 0.757 -1.384 1.819 -0.09
```

***

[3]
The following is a DFT calculation (wB97M-V/def2-TZVPD) of an isolated molecule of C5H8.

- Highest occupied orbital energy (alpha / beta): -8.259 / -8.058 eV
- Largest force on an atom: 0.6 eV Å⁻¹
- Energy above the lowest of the compared OMol25 structures with the same formula, charge and spin: 92.3 kcal per mole
- Electronic energy: -195.14488 hartree
- Kohn-Sham gap (alpha / beta): 0.2820 / 0.2865 Eh
- LUMO level (alpha / beta): -0.0215 / -0.0097 Ha

```
13
Properties=species:S:1:pos:R:3:lowdin_charge:R:1
C 0.030 -1.147 0.873 -0.12
C -1.824 0.312 -0.714 0.12
C -0.650 1.111 -0.849 -0.26
C 0.638 0.832 -0.582 -0.13
C 1.123 -0.413 0.105 -0.25
H 0.361 -2.126 1.227 0.07
H -0.301 -0.566 1.740 0.08
H -0.836 -1.315 0.219 0.04
H -2.545 0.857 -0.071 0.02
H -0.880 2.108 -1.241 0.11
H 1.379 1.589 -0.821 0.10
H 1.550 -1.081 -0.655 0.11
H 1.956 -0.161 0.771 0.10
```

***

[4]
The following is a DFT calculation (wB97M-V/def2-TZVPD) of a cluster of 2 separate species, C5H8 in total in a non-equilibrium geometry.

- Highest occupied orbital energy (alpha / beta): -8.208 / -8.665 eV
- Largest force on an atom: 5.7 eV Å⁻¹
- Energy above the lowest of the compared OMol25 structures with the same formula, charge and spin: 223.1 kcal per mole
- Electronic energy: -194.93652 hartree
- Kohn-Sham gap (alpha / beta): 0.3015 / 0.2851 Eh
- LUMO level (alpha / beta): -0.0001 / -0.0334 Ha

```
13
Properties=species:S:1:pos:R:3:lowdin_charge:R:1
C -0.124 -0.706 0.878 -0.16
C -1.277 -0.035 -0.231 -0.20
C -0.026 0.335 -1.459 0.07
C 0.851 0.966 -0.625 -0.18
C 1.198 -0.275 0.247 -0.25
H -0.261 -1.790 0.931 0.09
H -0.266 -0.273 1.872 0.09
H -1.492 -0.888 -0.895 0.04
H -2.248 0.175 0.258 0.07
H -1.579 2.004 -0.399 0.14
H 1.604 1.508 -1.206 0.09
H 1.672 -1.087 -0.336 0.11
H 1.946 0.065 0.968 0.10
```

***

[5]
The following is a DFT calculation (wB97M-V/def2-TZVPD) of a cluster of 3 separate species, C5H8 in total.

- Highest occupied orbital energy: -6.611 eV
- Largest force on an atom: 0.4 eV Å⁻¹
- Energy above the lowest of the compared OMol25 structures with the same formula, charge and spin: 182.7 kcal per mole
- Electronic energy: -195.00083 hartree
- Kohn-Sham gap: 0.2680 Eh
- LUMO level: 0.0250 Ha

```
13
Properties=species:S:1:pos:R:3:lowdin_charge:R:1
C 1.738 0.604 -0.321 -0.07
C 0.158 -1.308 0.662 0.02
C 0.872 -0.448 0.176 -0.28
C -1.264 0.474 0.490 -0.12
C -2.139 0.361 -0.498 -0.13
H -0.468 -2.095 1.013 0.08
H 1.709 -1.953 0.355 0.14
H -1.427 1.145 1.335 0.02
H 2.779 0.294 -0.207 0.09
H 1.557 1.516 0.250 0.10
H 1.532 0.802 -1.373 0.10
H -1.972 -0.316 -1.336 0.03
H -3.075 0.924 -0.545 0.03
```

***

[6]
The following is a DFT calculation (wB97M-V/def2-TZVPD) of a cluster of 2 separate species, C5H8 in total in a non-equilibrium geometry.

- Highest occupied orbital energy: -8.080 eV
- Largest force on an atom: 6.2 eV Å⁻¹
- Energy above the lowest of the compared OMol25 structures with the same formula, charge and spin: 100.8 kcal per mole
- Electronic energy: -195.13132 hartree
- Kohn-Sham gap: 0.3277 Eh
- LUMO level: 0.0308 Ha

```
13
Properties=species:S:1:pos:R:3:lowdin_charge:R:1
C -1.140 1.931 0.183 0.02
C 0.470 -2.150 -0.906 -0.09
C -0.951 0.717 0.731 -0.24
C 0.850 -0.908 -0.852 -0.04
C 0.405 0.364 0.829 -0.09
H -2.017 2.537 0.171 0.05
H -0.389 2.368 -0.368 0.03
H 0.980 -2.964 -1.563 0.09
H -0.337 -2.593 -0.512 -0.01
H -1.581 0.137 1.285 0.07
H 1.716 -0.379 -1.273 0.05
H 1.089 1.192 0.599 0.06
H 0.906 -0.253 1.676 0.11
```

***

[7]
The following is a DFT calculation (wB97M-V/def2-TZVPD) of an isolated molecule of C5H8 in a non-equilibrium geometry.

- Highest occupied orbital energy (alpha / beta): -8.849 / -7.949 eV
- Largest force on an atom: 6.2 eV Å⁻¹
- Energy above the lowest of the compared OMol25 structures with the same formula, charge and spin: 109.0 kcal per mole
- Electronic energy: -195.11835 hartree
- Kohn-Sham gap (alpha / beta): 0.3348 / 0.2862 Eh
- LUMO level (alpha / beta): 0.0096 / -0.0059 Ha

```
13
Properties=species:S:1:pos:R:3:lowdin_charge:R:1
C -1.037 0.297 0.858 -0.16
C -0.566 -0.604 -1.056 -0.21
C -1.389 0.741 -0.683 0.04
C 0.169 -0.563 0.293 -0.22
C 1.508 -0.069 0.414 -0.11
H -0.843 1.184 1.523 0.10
H -1.786 -0.355 1.264 0.07
H -1.184 -1.524 -1.184 0.10
H 0.188 -0.602 -1.872 0.09
H -0.728 1.508 -0.930 0.03
H 1.949 0.184 -0.571 0.09
H 2.158 -0.939 0.763 0.10
H 1.561 0.741 1.183 0.09
```

***

[8]
The following is a DFT calculation (wB97M-V/def2-TZVPD) of an isolated molecule of C5H8 in a non-equilibrium geometry.

- Highest occupied orbital energy (alpha / beta): -7.771 / -7.317 eV
- Largest force on an atom: 4.4 eV Å⁻¹
- Energy above the lowest of the compared OMol25 structures with the same formula, charge and spin: 106.4 kcal per mole
- Electronic energy: -195.12247 hartree
- Kohn-Sham gap (alpha / beta): 0.2830 / 0.2766 Eh
- LUMO level (alpha / beta): -0.0026 / 0.0077 Ha

```
13
Properties=species:S:1:pos:R:3:lowdin_charge:R:1
C -0.277 0.868 0.210 -0.18
C -1.604 0.857 -0.167 -0.08
C 0.722 -0.037 -0.261 -0.16
C -2.432 -0.311 0.018 -0.16
C 2.166 0.188 -0.029 -0.13
H -0.119 1.892 0.688 0.12
H 0.637 -0.782 -0.963 0.07
H -1.719 -1.221 0.001 0.10
H -3.110 -0.416 -0.885 0.09
H -2.881 -0.400 0.967 0.06
H 2.793 0.114 -1.018 0.11
H 2.477 -0.827 0.385 0.09
H 2.308 0.931 0.742 0.06
```